ORCA calculation (ωB97M-V with the def2-TZVPD basis set) on C34H40Cl2FGe2N2O5SiTi as an isolated structure.

Cartesian coordinates (Å):
Ti 0.315 0.031 -0.103
O -3.117 -0.040 2.353
C -1.910 -0.246 1.830
O -1.599 0.302 0.804
C -0.948 -1.164 2.557
O 0.316 -0.627 2.324
C 1.427 -1.519 2.356
C 2.535 -0.936 1.469
O 3.687 -1.219 1.700
O 2.110 -0.152 0.523
H -3.197 -0.495 3.201
H -1.060 -2.156 2.102
H -1.180 -1.220 3.629
H 1.146 -2.500 1.960
H 1.805 -1.619 3.374
C -2.017 4.357 0.714
Si -1.498 3.151 -0.653
C -1.441 4.190 -2.242
C -3.010 2.061 -0.903
N -0.046 2.318 -0.155
C 0.850 3.230 0.418
C 1.177 4.518 -0.055
C 2.052 5.368 0.610
C 2.673 4.988 1.786
C 2.394 3.724 2.295
C 1.512 2.922 1.617
F 1.243 1.700 2.114
H -2.864 4.964 0.380
H -1.214 5.031 1.014
H -2.337 3.797 1.598
H -2.298 4.872 -2.251
H -1.523 3.554 -3.122
H -0.543 4.791 -2.362
H -3.740 2.607 -1.508
H -3.473 1.817 0.051
H -2.789 1.129 -1.417
H 0.739 4.861 -0.975
H 2.256 6.343 0.184
H 3.361 5.648 2.296
H 2.845 3.356 3.208
Cl -2.597 -3.120 -0.045
C -1.062 -3.825 -0.502
C -1.030 -5.178 -0.770
C 0.151 -5.753 -1.220
C 1.268 -4.952 -1.395
C 1.219 -3.598 -1.118
Cl 2.647 -2.653 -1.366
C 0.051 -2.962 -0.650
N -0.035 -1.646 -0.377
H -1.929 -5.766 -0.643
H 0.197 -6.810 -1.442
H 2.198 -5.369 -1.759
C 3.830 0.549 -2.900
Ge 2.200 1.379 -3.626
C 2.219 3.257 -3.059
C 2.445 1.443 -5.595
Ge 0.210 0.235 -2.769
C -1.292 0.978 -3.860
C -1.109 2.049 -4.732
C -2.119 2.482 -5.584
C -3.349 1.845 -5.583
C -3.556 0.772 -4.725
C -2.540 0.348 -3.883
C 0.225 -1.549 -3.679
C 1.203 -1.913 -4.605
C 1.179 -3.143 -5.252
C 0.158 -4.045 -4.995
C -0.834 -3.705 -4.085
C -0.791 -2.478 -3.438
H 4.702 1.113 -3.240
H 3.934 -0.486 -3.231
H 3.813 0.560 -1.809
H 3.246 3.625 -3.007
H 1.759 3.352 -2.084
H 1.664 3.884 -3.763
H 3.382 1.962 -5.810
H 1.633 1.986 -6.079
H 2.497 0.450 -6.040
H -0.158 2.568 -4.752
H -1.941 3.323 -6.244
H -4.140 2.180 -6.243
H -4.514 0.265 -4.711
H -2.733 -0.490 -3.224
H 2.017 -1.232 -4.818
H 1.963 -3.396 -5.958
H 0.137 -5.007 -5.494
H -1.633 -4.403 -3.863
H -1.563 -2.247 -2.713

Properties
Energy relative to the best compared isomer or geometry (same formula, charge and spin): 37.8 kcal per mole
Orbital gap: 0.221 Eh
Net charge: -1
E: -8118.57769 Eh